# 1
C6H8OS2 | ωB97M-V with the def2-TZVPD basis set

The geometry in XYZ format:
```
17
Properties=species:S:1:pos:R:3:nbo_charge:R:1
C -0.8077 1.7902 -0.1960 -0.938
S -1.1109 -0.0389 -0.0612 1.715
C -0.6708 -1.2476 -1.3565 -0.842
O -2.4267 -0.3676 0.4280 -0.937
C 0.1253 -0.5294 1.2468 -0.299
C 0.8624 0.5176 1.8462 -0.255
C 1.7473 0.0877 2.7461 -0.407
S 1.7229 -1.6008 2.9283 0.429
C 0.5082 -1.7701 1.6055 -0.372
H -1.5108 2.2690 -0.9596 0.224
H 0.3069 1.7226 -0.4998 0.171
H 0.1896 -0.7957 -1.8515 0.239
H -0.4952 -2.2350 -0.9482 0.242
H -1.4625 -1.3187 -2.1652 0.256
H 0.9608 1.5754 1.3684 0.270
H 2.3088 0.7886 3.3168 0.247
H 0.0531 -2.7726 1.6443 0.256
```

- E_LUMO (eV) = 0.4
- total energy (Ha) = -1104.86026
- gap between HOMO and LUMO (eV) = 8.5399
- max |F| (eV Å⁻¹) = 3.4

=====

# 2
C15H31BaN3O2P2 | ωB97M-V with the def2-TZVPD basis set

The geometry in XYZ format:
```
54
Properties=species:S:1:pos:R:3:mulliken_spin:R:1
Ba 0.6912 -0.6187 0.2882 -0.003
P 2.7661 2.3334 0.6514 0.000
P -0.8203 -3.7937 0.5056 0.017
N -0.5956 1.6350 -0.4400 -0.005
N -1.7916 -0.8305 -0.9748 0.424
H -2.1108 2.4854 -1.7116 0.000
H -3.4978 0.3125 -1.5010 0.010
H -2.6301 1.9071 -0.0645 0.002
C -2.0277 1.6642 -0.9678 0.025
H -2.1398 0.4055 -2.6483 0.023
C -2.4205 0.3526 -1.5976 -0.072
H -0.1512 3.7043 -0.4530 0.000
H -3.1927 -2.0303 -1.9184 0.015
C 0.1678 2.6465 -0.5435 0.002
C -2.3184 -2.0000 -1.2326 -0.058
C 1.6324 2.5975 -0.8265 0.000
C -1.9746 -3.2992 -0.7777 0.536
H 1.9432 3.6405 -1.1660 0.000
H -2.6074 -4.0813 -1.2209 0.021
H 0.4017 -3.3871 -0.1652 0.039
H -1.0529 -2.6546 1.3642 0.012
H 3.1782 1.1074 0.0459 0.000
H 1.8420 1.7133 1.5394 0.000
H -0.1571 -0.8484 -3.1472 -0.001
C 0.9545 -0.6902 -3.1964 0.003
C 1.6915 -1.9898 -3.4596 0.002
C 1.1094 0.4147 -4.2917 -0.001
O 1.4684 -0.5519 -1.9315 0.004
H 1.4675 -2.4747 -4.4001 -0.001
H 2.7739 -1.8010 -3.3381 0.000
H 1.4502 -2.6176 -2.5845 0.001
H 0.4279 1.2781 -4.1217 0.000
H 2.1389 0.8097 -4.4018 0.000
H 0.8009 0.0052 -5.2983 0.000
H 1.8858 1.8685 -1.5120 0.000
O -0.4777 0.2933 2.5684 -0.001
C -0.5032 0.3544 3.8252 0.006
C -1.7471 0.7392 4.6122 -0.001
C -2.3474 -0.4172 5.4097 0.000
C -1.6033 -0.7174 6.7178 0.000
C -0.1638 -1.1871 6.5313 0.000
C 0.7404 -0.0829 5.9757 0.000
N 0.6138 0.0670 4.5260 0.000
H -1.4975 1.5989 5.2689 0.000
H -2.4840 1.0764 3.8639 0.000
H -3.3822 -0.1537 5.6558 0.000
H -2.3750 -1.3194 4.7867 0.000
H -1.6122 0.1891 7.3590 0.000
H -2.1601 -1.5052 7.2502 0.000
H 0.2363 -1.4807 7.5068 0.000
H -0.1253 -2.0694 5.8868 0.000
H 0.5114 0.8809 6.4800 0.000
H 1.7900 -0.3339 6.1856 0.000
H 1.4690 0.0538 3.9768 0.000
```

- multiplicity = 2
- E_LUMO (spin up / spin down) (eV) = -2.7 / -4.7
- total energy (Ha) = -1612.81688
- gap between HOMO and LUMO (spin up / spin down) (eV) = 7.6742 / 5.6518
- charge = +1
- max |F| (eV Å⁻¹) = 3.8

=====

# 3
C5H10N2O2S | ωB97M-V with the def2-TZVPD basis set

The geometry in XYZ format:
```
20
Properties=species:S:1:pos:R:3:mulliken_spin:R:1
C 1.3252 -0.2516 0.4302 0.310
C -0.5905 -1.2031 1.6819 -0.012
C -0.9553 -0.8082 -1.2383 -0.004
C -0.7984 1.6057 -0.8143 0.010
C -0.0616 -0.0256 0.8539 0.044
N 2.1401 0.7916 0.0864 -0.017
N -0.6518 0.3228 -0.4091 0.299
O 1.6047 1.9599 0.2570 0.186
O 3.3151 0.7006 -0.2450 0.070
S 1.9478 -1.9972 -0.4268 1.039
H -1.6128 -1.2289 1.7589 -0.002
H -0.0428 -1.0709 2.6136 0.003
H -0.0378 -2.1121 1.3872 0.011
H -0.0692 -1.5648 -1.3328 0.004
H -1.8108 -1.2587 -0.9444 0.003
H -1.0457 -0.4093 -2.3172 0.004
H -1.1082 1.5390 -1.9187 0.005
H -1.5188 2.1653 -0.1708 0.017
H 0.2423 2.0842 -0.7921 0.031
H -0.2715 0.7614 1.5403 -0.003
```

- multiplicity = 3
- E_LUMO (spin up / spin down) (eV) = 0.2 / -2.7
- total energy (Ha) = -854.39452
- gap between HOMO and LUMO (spin up / spin down) (eV) = 8.2024 / 5.9841
- max |F| (eV Å⁻¹) = 5.4

=====

# 4
C20H20N2Tl | ωB97M-V with the def2-TZVPD basis set

The geometry in XYZ format:
```
43
Properties=species:S:1:pos:R:3:lowdin_charge:R:1
C 0.0510 -1.8200 -2.2221 -0.222
C -1.2670 -1.8473 -1.6820 -0.250
C -1.1992 -2.4407 -0.3815 -0.242
C 0.1617 -2.7932 -0.1324 -0.216
C 0.9344 -2.4042 -1.2663 -0.212
Tl -0.0686 0.3351 0.2192 1.127
C -0.8556 2.3290 -1.3128 -0.065
C 0.5269 2.4646 -1.7594 -0.682
C 0.7697 3.0157 -3.0268 0.021
N 1.4732 2.0235 -0.8953 -0.071
H -2.0432 -2.6357 0.2808 0.071
H -2.1727 -1.5114 -2.1858 0.070
H 0.5365 -3.3121 0.7530 0.081
H 2.0010 -2.5579 -1.3935 0.071
H 0.3283 -1.4563 -3.2073 0.072
H -1.5524 1.7495 -1.9242 0.050
H 2.3974 1.9436 -1.3262 0.031
H -1.2439 3.0347 -0.5873 0.040
H -0.0891 3.2095 -3.6593 0.026
H 1.7818 3.2286 -3.3514 0.035
C 4.3557 -0.0256 4.1388 -0.152
C 4.0872 -0.1413 2.7686 -0.122
C 2.7795 -0.1367 2.3048 -0.058
C 1.6830 -0.0329 3.2153 -0.323
C 1.9795 0.1428 4.5941 -0.047
C 3.2980 0.1242 5.0418 -0.129
N 0.4170 -0.1602 2.7585 -0.045
C -0.7943 -0.0092 3.4106 -0.356
C -1.6677 -1.1266 3.5046 -0.033
C -2.9573 -0.9664 3.9888 -0.111
C -3.4200 0.2873 4.4002 -0.125
C -2.5959 1.4062 4.2333 -0.114
C -1.2957 1.2713 3.7607 -0.046
H 5.3924 -0.0498 4.4856 0.080
H 4.9016 -0.2384 2.0465 0.095
H 2.5422 -0.2224 1.2377 0.069
H 1.1436 0.2692 5.2833 0.098
H 3.5012 0.2248 6.1014 0.086
H -1.2737 -2.0933 3.1957 0.109
H -3.6090 -1.8402 4.0707 0.096
H -4.4171 0.3884 4.8347 0.088
H -2.9627 2.3981 4.4993 0.093
H -0.6368 2.1268 3.6382 0.111
```

- E_LUMO (spin up / spin down) (eV) = 0.9 / 1.0
- total energy (Ha) = -1055.97437
- gap between HOMO and LUMO (spin up / spin down) (eV) = 4.8677 / 4.9640
- charge = -1
- max |F| (eV Å⁻¹) = 2.2

=====

# 5
C4H9NO | ωB97M-V with the def2-TZVPD basis set

The geometry in XYZ format:
```
15
Properties=species:S:1:pos:R:3:nbo_charge:R:1
C 2.2500 0.5080 -0.0766 -0.244
O 0.8413 0.4888 -0.0728 -0.555
C 0.2783 -0.7975 0.0757 -0.069
C -1.2460 -0.6873 -0.0099 -0.108
C -2.0585 0.4589 0.4722 -0.266
N -1.7667 0.2986 -0.9524 -0.584
H 2.6794 -0.0834 -0.9016 0.168
H 2.6665 0.1327 0.8705 0.167
H 2.5568 1.5497 -0.2029 0.196
H 0.6325 -1.2628 1.0107 0.172
H 0.6315 -1.4457 -0.7487 0.169
H -1.7742 -1.6424 -0.0263 0.198
H -1.5929 1.2655 1.0309 0.199
H -3.1135 0.3024 0.6998 0.196
H -0.9846 0.9146 -1.1686 0.360
```

- E_LUMO (eV) = 1.0
- total energy (Ha) = -287.73808
- gap between HOMO and LUMO (eV) = 10.2849
- max |F| (eV Å⁻¹) = 0.4

=====

# 6
C3H2N | ωB97M-V with the def2-TZVPD basis set

The geometry in XYZ format:
```
6
Properties=species:S:1:pos:R:3:nbo_charge:R:1
C 2.0819 -0.1002 -0.0152 -0.180
C -2.1116 0.0147 -0.0033 0.415
C 0.9141 -0.2187 0.1296 0.335
N -1.0911 -0.3704 0.2681 -0.207
H 3.1901 0.1725 -0.0393 0.336
H -2.9834 0.5022 -0.3400 0.300
```

- E_LUMO (eV) = -9.1
- total energy (Ha) = -169.68803
- gap between HOMO and LUMO (eV) = 8.3366
- charge = +1
- max |F| (eV Å⁻¹) = 7.0

=====

# 7
C32H28ClIrN10O3 | ωB97M-V with the def2-TZVPD basis set

The geometry in XYZ format:
```
75
Properties=species:S:1:pos:R:3:mulliken_spin:R:1
Ir 0.5458 0.2706 -0.0364 0.558
Cl 6.8314 -1.3385 -3.1134 0.023
C 5.3846 -0.6543 -2.5067 0.075
C 5.3017 0.7232 -2.2943 -0.041
C 4.1410 1.2948 -1.8078 0.059
C 3.0337 0.4971 -1.5137 0.033
O 1.9130 1.1328 -1.1128 0.213
C 3.1102 -0.8965 -1.7173 0.035
C 2.0182 -1.8066 -1.5211 -0.033
N 0.8956 -1.5775 -0.9241 0.021
C -0.0530 -2.6521 -0.8234 0.013
C 0.2918 -3.9769 -0.8398 0.010
C -0.7070 -4.9755 -0.8043 -0.003
C -2.0319 -4.6518 -0.7465 0.010
C -2.4216 -3.2912 -0.6871 -0.007
C -3.7649 -2.8538 -0.6123 0.001
C -4.0415 -1.5142 -0.5555 0.006
C -2.9701 -0.6008 -0.5572 -0.001
N -1.7169 -0.9821 -0.6327 0.086
C -1.4227 -2.2975 -0.7124 -0.014
C 4.2963 -1.4500 -2.2340 -0.018
H 6.1560 1.3461 -2.5252 0.000
H 4.0723 2.3651 -1.6733 0.000
H 2.1577 -2.7980 -1.9450 0.000
H 1.3267 -4.2943 -0.8752 0.000
H -0.4025 -6.0127 -0.8343 0.001
H -2.7894 -5.4248 -0.7440 0.000
H -4.5649 -3.5839 -0.6079 0.000
H -5.0582 -1.1489 -0.5118 0.001
H -3.1593 0.4679 -0.4994 0.002
H 4.3493 -2.5155 -2.4191 0.000
C -2.5856 -1.3804 3.2494 0.001
N -1.1756 -1.7235 3.4409 0.001
C -0.8088 -2.6519 4.5201 0.000
C -0.2652 -1.2217 2.6020 -0.011
N -0.5658 -0.4129 1.6187 0.030
N 1.0400 -1.6124 2.8316 0.000
C 2.1545 -1.0901 2.2409 -0.001
N 3.3216 -1.4727 2.7622 -0.001
N 2.0667 -0.2645 1.2407 -0.009
H -3.1539 -1.7600 4.0910 0.000
H -2.9806 -1.8271 2.3333 -0.001
H -2.7247 -0.2970 3.2288 0.001
H -1.7139 -2.9579 5.0321 0.000
H -0.1642 -2.1715 5.2587 0.000
H -0.3428 -3.5582 4.1268 0.000
H -1.5582 -0.2466 1.5679 -0.007
H 1.1873 -2.2831 3.5688 0.000
H 3.3838 -1.9939 3.6220 0.000
H 4.1928 -1.1755 2.3521 0.000
H 2.9679 0.0564 0.8992 -0.001
O -2.4036 6.8929 -2.2804 0.000
N -2.5249 5.7282 -2.5587 0.000
O -3.2398 5.2650 -3.4219 0.000
C -1.7656 4.7570 -1.7201 -0.002
C -1.3399 5.2126 -0.5270 0.001
C -0.6450 4.3496 0.3802 0.005
C -0.1708 4.7633 1.6377 0.001
C 0.4853 3.8565 2.4360 -0.002
C 0.6747 2.5538 1.9758 -0.007
N 0.2396 2.1511 0.7907 -0.014
C -0.4248 3.0281 0.0008 -0.005
C -0.8838 2.5506 -1.2632 -0.020
N -0.6233 1.2506 -1.5369 0.017
C -0.9211 0.7666 -2.7301 -0.008
C -1.5263 1.5523 -3.7068 -0.001
C -1.8508 2.8598 -3.4321 -0.003
C -1.5362 3.4007 -2.1675 0.002
H -1.5321 6.2435 -0.2588 0.000
H -0.3232 5.7840 1.9656 0.000
H 0.8661 4.1336 3.4084 0.000
H 1.2015 1.8223 2.5753 0.003
H -0.6760 -0.2702 -2.9139 0.002
H -1.7419 1.1224 -4.6746 0.000
H -2.3348 3.4699 -4.1775 0.000
```

- multiplicity = 2
- E_LUMO (spin up / spin down) (eV) = -8.7 / -10.8
- total energy (Ha) = -2573.16588
- gap between HOMO and LUMO (spin up / spin down) (eV) = 7.5028 / 5.2367
- charge = +3
- max |F| (eV Å⁻¹) = 0.9

=====

# 8
C3H10N2 | ωB97M-V with the def2-TZVPD basis set

The geometry in XYZ format:
```
15
Properties=species:S:1:pos:R:3:nbo_charge:R:1
C -1.8271 -0.3606 -0.0741 -0.617
C -0.4569 0.2686 -0.1079 -0.070
N -0.1241 0.6238 -1.5090 -0.817
C 0.5995 -0.5845 0.5913 -0.234
N 1.6589 0.2228 1.1859 -0.822
H -2.2741 -0.3081 0.9146 0.213
H -2.4958 0.1762 -0.7379 0.223
H -1.8731 -1.4000 -0.4046 0.198
H -0.5214 1.2400 0.3801 0.197
H 0.8434 0.9447 -1.5158 0.342
H -0.0899 -0.2342 -2.0567 0.339
H 0.9238 -1.3720 -0.1133 0.159
H 0.1093 -1.1796 1.3504 0.191
H 2.3320 0.5042 0.4745 0.343
H 2.2751 -0.3669 1.7457 0.354
```

- E_LUMO (eV) = 1.0
- total energy (Ha) = -229.79965
- gap between HOMO and LUMO (eV) = 10.4513
- max |F| (eV Å⁻¹) = 1.1